# 1
2 unconnected molecules or ions with the total composition C11H20BN3O5P, computed with ωB97M-V/def2-TZVPD.

XYZ file:
```
41
Properties=species:S:1:pos:R:3:lowdin_charge:R:1
C -3.5835 2.0095 0.4550 -0.09
C -2.3333 1.3322 -0.1210 -0.26
C -1.0796 2.0571 0.3992 -0.20
C 0.2165 1.7517 -0.3911 -0.20
C 1.3223 1.2523 0.5037 -0.09
N 1.1856 -0.2086 0.8375 -0.04
C 2.0315 -0.7592 1.6875 0.06
C 1.9853 -2.1183 2.0161 0.01
B 3.0022 -2.8238 3.0371 -0.61
O 4.3312 -2.8196 2.7678 0.23
O 2.5412 -3.4826 4.1252 0.23
C 0.9965 -2.8282 1.3778 0.07
C 0.1381 -2.1402 0.5265 -0.20
P -1.1522 -3.1377 -0.3402 0.44
O -0.5210 -4.4106 -0.6583 -0.23
O -1.6257 -2.3268 -1.6092 -0.07
O -2.3700 -3.3429 0.6573 -0.07
N 0.1991 -0.8549 0.2405 0.18
H -3.8713 2.8399 -0.1761 0.08
H -4.3924 1.2900 0.4746 0.07
H -3.3896 2.3791 1.4566 0.07
H -2.2676 0.2933 0.1926 0.08
H -2.3164 1.4433 -1.1955 0.07
H -0.9360 1.8872 1.4658 0.11
H -1.2873 3.1195 0.3095 0.11
H 0.5594 2.7058 -0.7790 0.12
H 0.0340 1.1351 -1.2604 0.05
H 1.2409 1.7612 1.4599 0.13
H 2.3279 1.4427 0.1451 0.14
H 2.7767 -0.1194 2.1318 0.16
H 4.5433 -2.1090 2.1584 0.11
H 1.7359 -3.0567 4.4348 0.12
H 0.8546 -3.8884 1.5166 0.15
H -1.0533 -1.5641 -1.7692 0.08
H -2.4469 -2.5834 1.2515 0.09
C 0.7302 2.8874 -4.8665 -0.05
C -0.1431 2.1764 -3.9419 -0.23
N -0.8332 1.6101 -3.2176 0.15
H 1.0864 3.8064 -4.4057 0.09
H 1.5819 2.2614 -5.1238 0.09
H 0.1816 3.1328 -5.7731 0.09
```

## Properties
HOMO energy   -0.51288 hartree
Energy   -1337.7377 hartree
Total charge   +1
Kohn-Sham gap   8.850 eV
Energy relative to the best compared isomer or geometry (same formula, charge and spin)   0.000 eV

***

# 2
A molecular structure, C11H20Cl10Ni2O7P, computed with ωB97M-V/def2-TZVPD.

XYZ file:
```
51
Properties=species:S:1:pos:R:3:lowdin_spin:R:1
Ni 1.8571 1.2137 1.8715 1.67
Ni 2.6132 -0.7900 -0.3813 1.66
P 4.3331 0.5958 1.2365 0.01
O 3.6229 1.8850 1.6943 0.07
O 4.2683 0.1717 -0.2194 0.08
O 3.0741 -0.3185 1.5592 0.25
O 5.3738 -0.1354 2.2068 0.04
C 0.2878 0.3476 0.0192 0.02
O 0.0942 0.4428 1.2502 0.03
O 1.2963 1.0132 -0.1333 0.13
O 0.5782 -0.7698 -0.3979 0.02
Cl -3.5697 -1.5204 2.9330 0.00
C -3.0638 0.0029 2.2786 0.00
C -3.4107 0.1063 0.7164 0.00
Cl -5.2463 -0.0110 0.5630 0.00
H -1.9835 -0.0164 2.4223 0.00
H -3.4939 0.8611 2.7950 0.00
H -2.9404 -0.7049 0.1605 0.00
H -3.1312 1.0488 0.2455 0.00
Cl -2.2440 0.4214 -2.6660 0.00
C -0.6359 1.2212 -3.0460 0.00
C -0.5141 1.5979 -4.4797 0.00
Cl -0.1561 0.2787 -5.6710 0.00
H 0.1535 0.5316 -2.7469 0.00
H -0.5387 2.1366 -2.4623 0.00
H 0.2792 2.3328 -4.6162 0.00
H -1.4808 2.0449 -4.7116 0.00
Cl 0.0528 -5.3670 3.7523 0.00
C -0.7142 -3.7703 3.5435 0.00
C 0.1079 -2.8127 2.6431 0.00
Cl 1.7650 -2.5810 3.3007 0.00
H -0.9592 -3.3700 4.5273 0.00
H -1.6790 -4.0530 3.1223 0.00
H -0.3110 -1.8582 2.3243 0.00
H 0.2652 -3.4026 1.7401 0.00
Cl 0.1227 -4.9956 -2.4834 0.00
C -0.3062 -3.2529 -2.7536 0.00
C -1.5059 -3.0666 -3.6230 0.00
Cl -2.9151 -3.9216 -2.9488 0.00
H 0.5650 -2.7541 -3.1781 0.00
H -0.5019 -2.7750 -1.7937 0.00
H -1.1902 -3.4717 -4.5844 0.00
H -1.8171 -2.0235 -3.6778 0.00
Cl 1.9692 6.1237 -0.6204 0.00
C 2.1803 4.7970 0.6053 0.00
C 1.2871 5.0879 1.8941 0.00
Cl 0.9571 3.6544 2.7807 0.02
H 3.2520 4.7173 0.7880 0.00
H 1.8575 3.8745 0.1228 0.00
H 0.3392 5.4561 1.5015 0.00
H 1.7560 5.7769 2.5966 0.00
```

## Properties
HOMO energy (spin up / spin down)   -0.20500 / -0.20682 hartree
Expectation value of S²   6.01
Energy   -8917.7779 hartree
Total charge   -1
Kohn-Sham gap (spin up / spin down)   7.439 / 7.202 eV
Spin multiplicity   5